The following is a quantum chemistry calculation of a molecular structure, C10H30K3O14P, from the OMol25 dataset.

Computed properties:
**Kohn-Sham gap**: 0.306 Eh
**Lowest unoccupied orbital energy**: -0.274 eV
**Charge**: 0

Positions of all 58 atoms, in Å:
1 K -3.082 0.638 0.669
2 K -0.555 -2.662 -1.641
3 K 1.097 -0.493 3.054
4 P -0.113 -0.334 0.171
5 O -0.393 0.820 1.179
6 O 1.337 -0.871 0.390
7 O -0.458 0.077 -1.360
8 O -1.118 -1.398 0.543
9 C 1.847 0.598 -3.836
10 C 3.045 0.365 -2.951
11 O 2.768 0.732 -1.557
12 O 0.991 -0.386 -3.409
13 H 2.113 0.455 -4.883
14 H 1.487 1.621 -3.732
15 H 3.849 1.054 -3.206
16 H 3.487 -0.631 -2.973
17 H 2.189 0.099 -1.126
18 H 0.525 -0.109 -2.617
19 C -3.029 -3.107 2.799
20 C -1.709 -2.789 3.617
21 O -0.563 -2.776 2.822
22 O -3.189 -1.917 1.918
23 H -3.891 -3.353 3.419
24 H -2.880 -4.026 2.233
25 H -1.418 -3.604 4.281
26 H -1.880 -1.869 4.176
27 H -0.760 -2.305 2.009
28 H -2.381 -1.749 1.429
29 C -0.695 4.082 1.472
30 C -1.519 3.583 2.727
31 O -1.045 2.197 2.994
32 O -1.231 3.297 0.406
33 H 0.383 4.028 1.620
34 H -0.931 5.093 1.139
35 H -2.557 3.690 2.412
36 H -1.477 4.167 3.646
37 H -0.829 1.754 2.170
38 H -0.819 2.433 0.342
39 C -1.998 2.036 -3.389
40 C -0.911 3.118 -2.963
41 O -1.311 4.077 -1.936
42 O -2.541 1.260 -2.314
43 H -1.737 1.323 -4.171
44 H -2.772 2.628 -3.877
45 H -0.467 3.717 -3.758
46 H -0.203 2.442 -2.483
47 H -1.419 3.701 -1.060
48 H -1.786 0.758 -1.999
49 C 3.678 -3.023 0.551
50 C 2.521 -3.950 0.955
51 O 1.246 -3.523 0.343
52 O 3.536 -1.688 1.034
53 H 4.044 -3.017 -0.476
54 H 4.524 -3.420 1.111
55 H 2.410 -3.940 2.040
56 H 2.747 -5.005 0.804
57 H 1.170 -2.569 0.416
58 H 2.672 -1.328 0.823

Computed Mulliken charges, given in elementary charges: 1.077, 1.202, 1.110, -1.048, -1.345, -0.546, -0.616, -1.137, -0.089, -0.470, -0.456, -0.488, 0.375, -0.004, 0.354, 0.224, 0.190, 0.282, -0.522, -0.428, -0.392, -0.622, 0.378, 0.250, 0.349, 0.202, 0.581, 0.731, -0.543, -0.362, -0.665, -0.540, 0.230, 0.376, 0.150, 0.363, 0.790, 0.426, -0.533, -0.044, -0.609, -0.590, 0.336, 0.377, 0.407, -0.122, 0.617, 0.519, -0.503, -0.369, -0.513, -0.631, 0.190, 0.344, 0.180, 0.396, 0.503, 0.677


The following is a quantum chemistry calculation of a molecular structure, C23H55BINO19P4, from the OMol25 dataset.

Computed properties:
**Kohn-Sham gap**: 0.341 Eh
**Lowest unoccupied orbital energy**: -0.275 eV
**Charge**: 0

Positions of all 104 atoms, in Å:
1 C -4.781 1.539 2.037
2 O -3.740 1.118 1.122
3 B -4.105 1.731 -0.060
4 O -3.640 2.992 -0.344
5 O -4.982 0.988 -0.880
6 P -4.943 1.306 -2.432
7 O -5.222 2.671 -2.821
8 O -3.591 0.789 -3.058
9 C -3.551 0.904 -4.486
10 C -2.364 0.149 -5.131
11 C -1.687 1.049 -6.176
12 I -0.982 -0.711 -3.737
13 O -6.135 0.313 -3.080
14 O -7.268 1.175 -3.326
15 C -8.304 0.528 -2.879
16 N -9.290 0.054 -2.487
17 H -4.458 2.425 2.595
18 H -5.039 0.767 2.758
19 H -5.687 1.831 1.486
20 H -4.150 3.601 0.202
21 H -4.464 0.546 -4.968
22 H -3.478 1.953 -4.781
23 H -2.784 -0.683 -5.695
24 H -1.616 2.068 -5.787
25 H -0.695 0.687 -6.441
26 H -2.280 1.111 -7.093
27 O -7.520 -1.921 3.139
28 P -8.204 -3.204 2.812
29 O -7.723 -4.220 3.997
30 C -8.201 -3.997 5.323
31 C -9.658 -4.399 5.478
32 O -7.275 -3.747 1.578
33 C -6.409 -2.865 0.865
34 C -4.994 -2.950 1.398
35 O -9.420 -4.209 2.297
36 C -10.603 -3.585 1.751
37 C -10.304 -2.816 0.478
38 H -8.057 -2.949 5.601
39 H -7.582 -4.603 5.984
40 H -10.312 -3.728 4.912
41 H -9.960 -4.358 6.525
42 H -9.823 -5.407 5.099
43 H -6.783 -1.842 0.896
44 H -6.425 -3.179 -0.181
45 H -4.954 -2.771 2.472
46 H -4.351 -2.222 0.900
47 H -4.583 -3.948 1.233
48 H -11.048 -2.928 2.503
49 H -11.316 -4.384 1.548
50 H -9.651 -1.959 0.679
51 H -11.224 -2.438 0.032
52 H -9.790 -3.450 -0.244
53 O 1.645 -0.954 0.004
54 P 1.833 -0.060 1.181
55 O 1.588 1.438 0.585
56 C 0.264 1.800 0.188
57 C -0.642 2.053 1.381
58 O 3.468 -0.053 1.304
59 C 4.264 -1.053 0.672
60 C 4.791 -0.555 -0.658
61 O 1.744 0.437 2.763
62 C 1.207 -0.501 3.719
63 C 2.075 -1.737 3.853
64 H -0.156 1.024 -0.459
65 H 0.354 2.711 -0.403
66 H -0.842 1.125 1.924
67 H -1.595 2.464 1.056
68 H -0.175 2.746 2.082
69 H 3.708 -1.983 0.555
70 H 5.102 -1.264 1.342
71 H 3.986 -0.210 -1.305
72 H 5.341 -1.342 -1.177
73 H 5.460 0.294 -0.507
74 H 0.189 -0.775 3.427
75 H 1.147 0.021 4.674
76 H 2.081 -2.317 2.924
77 H 1.704 -2.382 4.649
78 H 3.107 -1.461 4.068
79 O 11.393 3.588 -0.823
80 P 10.793 2.368 -1.431
81 O 11.961 1.809 -2.428
82 C 13.145 1.261 -1.851
83 C 12.902 -0.115 -1.253
84 O 9.778 3.034 -2.531
85 C 9.378 4.401 -2.440
86 C 10.232 5.269 -3.342
87 O 9.908 0.965 -1.511
88 C 9.151 0.596 -0.339
89 C 8.065 1.607 -0.022
90 H 13.545 1.945 -1.097
91 H 13.878 1.188 -2.654
92 H 12.259 -0.051 -0.371
93 H 13.844 -0.575 -0.950
94 H 12.404 -0.765 -1.971
95 H 9.407 4.752 -1.409
96 H 8.336 4.450 -2.765
97 H 11.293 5.141 -3.130
98 H 9.976 6.323 -3.221
99 H 10.081 4.992 -4.387
100 H 9.830 0.482 0.511
101 H 8.709 -0.379 -0.541
102 H 8.496 2.573 0.263
103 H 7.446 1.257 0.805
104 H 7.433 1.780 -0.892

Mulliken population analysis, charges in e, atoms 1 to 99: -0.824, -0.296, 0.457, -0.392, 0.003, 0.590, -0.688, 0.010, -0.503, -0.200, -1.344, 0.112, -0.190, -0.247, 0.579, -0.431, 0.289, 0.267, 0.299, 0.301, 0.342, 0.381, 0.294, 0.375, 0.406, 0.338, -0.797, 1.164, -0.332, -0.328, -0.922, -0.378, -0.220, -1.138, -0.304, -0.297, -1.068, 0.267, 0.333, 0.195, 0.412, 0.249, 0.269, 0.339, 0.284, 0.322, 0.323, 0.295, 0.345, 0.297, 0.430, 0.265, -0.777, 1.129, -0.348, -0.470, -0.628, -0.343, -0.379, -0.909, -0.319, -0.240, -1.098, 0.277, 0.336, 0.099, 0.269, 0.338, 0.360, 0.397, 0.315, 0.380, 0.060, 0.256, 0.369, 0.314, 0.415, 0.258, -0.788, 1.111, -0.326, -0.335, -0.918, -0.353, -0.301, -1.141, -0.332, -0.316, -1.081, 0.284, 0.329, 0.194, 0.407, 0.247, 0.344, 0.367, 0.287, 0.370, 0.280